No. 1
C36H43ClIIrN2O2PS3 as an isolated structure, computed with the ωB97M-V functional and the def2-TZVPD basis.

The HOMO-LUMO gap is 7.0 eV. Its energy relative to the best compared isomer or geometry (same formula, charge and spin) is 11.1 kJ/mol. The calculation puts the total energy at -110357.7970 eV. Its net charge is +1. The LUMO energy comes out at -0.1216 Eh.

Cartesian coordinates (Å):
Ir (-0.224522, -0.588009, 0.247254)
Cl (-3.658374, -4.823189, 4.372573)
C (-2.627644, -3.583920, 3.745328)
C (-1.776337, -2.915557, 4.580040)
C (-0.898310, -1.926070, 4.095323)
I (0.417490, -0.995936, 5.397272)
C (-0.883277, -1.595189, 2.759119)
O (-0.078781, -0.692252, 2.228417)
C (-1.799539, -2.267018, 1.907176)
N (-1.769203, -1.878894, 0.586305)
C (-2.493353, -2.542496, -0.292559)
C (-3.351090, -3.585928, 0.084385)
C (-3.453648, -3.938551, 1.399862)
C (-2.656513, -3.285146, 2.361815)
H (-1.764254, -3.162639, 5.632637)
H (-2.392898, -2.254437, -1.328011)
H (-3.925069, -4.093266, -0.677230)
H (-4.118529, -4.732281, 1.711797)
O (1.697015, -0.761184, -0.014280)
C (3.015729, -0.475165, 0.429453)
C (3.129416, 0.811951, 1.232260)
C (2.439083, 1.164746, 2.354682)
C (2.796700, 2.450509, 2.839845)
C (3.765136, 3.040642, 2.082441)
S (4.243922, 2.044478, 0.783966)
C (3.878066, -0.387862, -0.822361)
C (3.511424, 0.104770, -2.040234)
C (4.573755, 0.101232, -2.982541)
C (5.723541, -0.404699, -2.456923)
S (5.520714, -0.883700, -0.831508)
C (3.446676, -1.642647, 1.298475)
C (4.437196, -1.683537, 2.231026)
C (4.607506, -2.979219, 2.794598)
C (3.736541, -3.885224, 2.277117)
S (2.708595, -3.181436, 1.103325)
H (1.707999, 0.523144, 2.821655)
H (2.370083, 2.903195, 3.724306)
H (4.239552, 3.996651, 2.236689)
H (2.512533, 0.463358, -2.242976)
H (4.494776, 0.463507, -3.998029)
H (6.678278, -0.526533, -2.942231)
H (5.015670, -0.815191, 2.515721)
H (5.336533, -3.217124, 3.555006)
H (3.632217, -4.926604, 2.535306)
C (-0.298245, 0.857843, -4.834917)
C (-0.130814, -0.596239, -4.373852)
C (-1.283466, -1.469706, -4.889754)
C (1.223856, -1.163712, -4.816499)
C (-0.185200, -0.607623, -2.902017)
N (-0.215370, -0.614502, -1.759276)
H (-0.278625, 0.881745, -5.924487)
H (0.512371, 1.485593, -4.463943)
H (-1.250152, 1.274113, -4.501657)
H (-1.256138, -1.469844, -5.979277)
H (-2.251130, -1.081019, -4.570441)
H (-1.182994, -2.499172, -4.545641)
H (1.249715, -1.178657, -5.906160)
H (1.366646, -2.180383, -4.451584)
H (2.050674, -0.552639, -4.455045)
C (-1.729407, 1.879383, 3.091714)
C (-2.515542, 1.671249, 1.791194)
C (-3.633651, 0.640715, 1.941027)
P (-1.429046, 1.344773, 0.341475)
C (-2.469852, 1.710287, -1.153931)
C (-3.407786, 2.918373, -1.020966)
C (-3.310503, 0.528314, -1.643652)
C (-0.148694, 2.662321, 0.428769)
C (-0.687890, 4.094240, 0.500604)
C (0.869736, 2.574583, -0.702676)
H (-2.429993, 1.901702, 3.928068)
H (-1.194829, 2.829392, 3.089673)
H (-1.011478, 1.082338, 3.275507)
H (-2.982108, 2.625118, 1.529805)
H (-3.243380, -0.359010, 2.100202)
H (-4.294337, 0.616083, 1.073144)
H (-4.240296, 0.895671, 2.810864)
H (-1.711921, 1.936030, -1.912904)
H (-4.155989, 2.744844, -0.246705)
H (-3.949888, 3.039083, -1.960821)
H (-2.906830, 3.855665, -0.809088)
H (-4.318237, 0.579079, -1.230904)
H (-2.888348, -0.426607, -1.369188)
H (-3.407523, 0.563210, -2.730693)
H (0.348137, 2.440711, 1.378410)
H (-1.058595, 4.423878, -0.468302)
H (0.137726, 4.755276, 0.768714)
H (-1.472413, 4.231489, 1.245359)
H (0.412714, 2.847785, -1.659724)
H (1.316128, 1.590764, -0.795379)
H (1.678123, 3.280190, -0.511335)

Cartesian forces, eV/Å:
Ir 0.52 -0.30 0.01
Cl -0.02 0.00 0.01
C 0.01 0.00 -0.03
C 0.01 0.01 -0.01
C -0.04 -0.09 0.10
I 0.03 0.03 -0.04
C -0.09 0.08 -0.13
O 0.10 -0.16 0.30
C 0.07 0.00 -0.07
N -0.28 -0.04 0.24
C 0.01 -0.04 0.10
C 0.00 0.03 -0.06
C -0.01 -0.07 0.03
C 0.01 0.07 0.05
H 0.00 0.00 0.00
H 0.01 -0.03 -0.02
H 0.00 0.01 -0.01
H 0.00 0.01 0.00
O 0.07 0.93 -0.37
C -0.16 -0.37 0.34
C -0.12 0.08 -0.19
C 0.00 -0.01 0.02
C 0.02 0.01 0.01
C 0.00 -0.01 0.02
S -0.06 0.01 -0.06
C 0.02 -0.14 -0.03
C 0.00 0.04 0.06
C 0.03 0.01 0.00
C -0.01 0.01 0.00
S 0.01 -0.03 0.00
C 0.06 0.06 0.08
C -0.03 0.02 0.02
C 0.00 -0.01 -0.01
C 0.00 0.00 0.02
S 0.00 -0.02 -0.02
H -0.03 -0.06 0.01
H 0.00 0.00 -0.01
H -0.01 0.00 0.00
H 0.00 0.00 0.00
H -0.01 -0.01 0.00
H 0.00 0.00 0.00
H 0.00 0.00 -0.01
H 0.00 0.00 0.00
H 0.00 0.00 0.00
C 0.01 0.00 -0.02
C -0.06 -0.02 0.04
C 0.01 0.01 -0.02
C 0.03 0.01 0.02
C 0.18 -0.06 -0.06
N -0.33 0.11 -0.18
H 0.00 0.00 0.00
H 0.00 0.00 0.01
H 0.00 0.00 0.00
H -0.01 0.00 0.00
H 0.00 0.00 0.00
H 0.01 0.00 0.00
H 0.01 0.00 0.00
H -0.01 0.00 0.00
H -0.03 -0.02 -0.01
C -0.03 -0.03 0.00
C 0.10 -0.06 0.04
C -0.04 0.06 -0.04
P -0.21 0.06 -0.10
C 0.03 0.04 0.00
C 0.03 0.01 0.00
C -0.01 0.01 -0.04
C -0.10 0.09 0.01
C 0.01 0.02 0.13
C -0.03 0.02 -0.12
H 0.00 0.03 -0.01
H 0.04 -0.03 -0.01
H -0.01 0.01 0.00
H 0.01 0.02 0.00
H 0.01 -0.06 0.06
H 0.03 -0.02 -0.02
H -0.02 0.02 -0.02
H 0.00 0.00 0.02
H -0.02 -0.01 -0.02
H 0.02 0.00 -0.01
H 0.01 0.01 0.03
H 0.01 -0.04 0.03
H 0.06 -0.05 -0.04
H -0.03 0.01 0.01
H 0.11 -0.08 -0.07
H 0.03 0.03 0.00
H 0.00 -0.01 0.02
H 0.00 0.01 -0.03
H 0.01 0.00 0.02
H 0.05 -0.09 0.03
H 0.01 0.02 0.00


No. 2
C36H43F9N4O3OsPS4Si as an isolated structure, computed with the ωB97M-V functional and the def2-TZVPD basis.

The HOMO-LUMO gap (alpha / beta) is 7.4 / 6.0 eV. As for the expectation value of S²: 6.0235. The calculation puts the total energy at -137567.6621 eV. Its net charge is +1. The LUMO energy (alpha / beta) comes out at -0.0949 / -0.1879 Eh. The spin multiplicity is 5.

Cartesian coordinates (Å):
Os (1.274992, -0.205279, 1.355457)
S (5.125428, -0.315874, 3.917867)
C (3.681810, -0.226020, 3.051108)
S (2.226448, 0.198487, 3.814448)
S (3.662846, -0.554282, 1.380840)
C (1.835553, -2.464172, -2.124963)
C (2.155878, -1.097502, -2.704903)
C (1.228590, -0.771937, -3.868413)
C (3.617402, -1.035432, -3.129917)
O (1.895965, -0.158723, -1.624301)
Si (2.193237, 1.449506, -1.522385)
S (1.593419, 1.881631, 0.544206)
O (3.763920, 1.712434, -1.701482)
C (4.663681, 2.840659, -1.596251)
C (5.388455, 2.696458, -0.266744)
C (5.625113, 2.720838, -2.764745)
C (3.892930, 4.151450, -1.656567)
O (1.371809, 2.361041, -2.561952)
C (0.076721, 2.974478, -2.708685)
C (-1.009391, 1.987345, -2.296750)
C (0.027875, 4.230883, -1.848915)
C (-0.046136, 3.328044, -4.180286)
H (2.054205, -3.243206, -2.856368)
H (0.777931, -2.521345, -1.857445)
H (2.436182, -2.644826, -1.230055)
H (1.383033, -1.478238, -4.686364)
H (1.423470, 0.235834, -4.242764)
H (0.185670, -0.826158, -3.546550)
H (3.823833, -1.832009, -3.847777)
H (4.270866, -1.164242, -2.264459)
H (3.853927, -0.079141, -3.597801)
H (5.916940, 1.742031, -0.229422)
H (4.672525, 2.729505, 0.558533)
H (6.110511, 3.505386, -0.136623)
H (6.125985, 1.751705, -2.742604)
H (6.381125, 3.506646, -2.711951)
H (5.087394, 2.817553, -3.710030)
H (3.186911, 4.225126, -0.822995)
H (3.339886, 4.229478, -2.593512)
H (4.588721, 4.989377, -1.588549)
H (-0.805932, 1.596061, -1.296010)
H (-1.055806, 1.146555, -2.993947)
H (-1.981764, 2.483363, -2.281542)
H (0.170685, 3.983787, -0.793942)
H (-0.939746, 4.723523, -1.964889)
H (0.809532, 4.929619, -2.151598)
H (0.043969, 2.429704, -4.793807)
H (0.740263, 4.028461, -4.469406)
H (-1.015600, 3.790408, -4.377807)
N (-0.770479, -5.383704, 1.703498)
C (0.544509, -5.626822, 1.698954)
N (0.975697, -6.886432, 1.743922)
N (1.457245, -4.676228, 1.627282)
C (1.247132, -3.416291, 1.610804)
N (1.158257, -2.257999, 1.586578)
H (-1.429298, -6.112735, 1.917996)
H (-1.096825, -4.434005, 1.796109)
H (0.346010, -7.665663, 1.805691)
H (1.966504, -7.054875, 1.737349)
F (-3.976066, 4.735380, 5.055660)
C (-4.190665, 4.612914, 3.735640)
F (-3.821759, 5.761466, 3.156185)
F (-5.513197, 4.469916, 3.560068)
C (-3.438443, 3.432698, 3.177764)
C (-2.279423, 3.616667, 2.443605)
C (-1.579350, 2.510803, 1.979139)
C (-2.038417, 1.223646, 2.244540)
C (-3.208640, 1.053658, 2.986016)
C (-3.906612, 2.154740, 3.448995)
P (-1.131959, -0.218606, 1.593983)
C (-1.718774, -1.566159, 2.693581)
C (-1.044349, -1.816275, 3.887055)
C (-1.462394, -2.828974, 4.735424)
C (-2.569214, -3.593745, 4.397830)
C (-3.266251, -3.344194, 3.224059)
C (-2.833897, -2.337612, 2.368748)
C (-2.963334, -4.755479, 5.268854)
F (-2.723514, -4.520017, 6.559422)
F (-4.255050, -5.072923, 5.131681)
F (-2.248451, -5.857118, 4.928000)
C (-1.977187, -0.584841, 0.013446)
C (-1.395715, -1.532415, -0.826717)
C (-1.939972, -1.801401, -2.072465)
C (-3.070351, -1.111473, -2.483909)
C (-3.669470, -0.178757, -1.651569)
C (-3.121736, 0.087621, -0.405488)
C (-3.640854, -1.315216, -3.862826)
F (-3.538409, -0.189246, -4.589485)
F (-3.006754, -2.286949, -4.532552)
F (-4.942581, -1.636114, -3.812543)
H (-1.920088, 4.616164, 2.237033)
H (-0.672482, 2.656738, 1.409130)
H (-3.582793, 0.062949, 3.206784)
H (-4.815581, 2.022823, 4.022387)
H (-0.181115, -1.221720, 4.155836)
H (-0.932711, -3.020178, 5.660170)
H (-4.145042, -3.928131, 2.981335)
H (-3.387451, -2.145026, 1.457785)
H (-0.496610, -2.048508, -0.511474)
H (-1.482161, -2.529810, -2.728338)
H (-4.557766, 0.347087, -1.980144)
H (-3.583393, 0.831416, 0.232236)

Cartesian forces, eV/Å:
Os 0.00 0.24 0.43
S 0.16 -0.02 0.08
C -0.29 0.03 -0.13
S 0.00 -0.02 -0.28
S 0.18 -0.12 0.07
C -0.03 -0.08 0.04
C -0.02 0.07 -0.01
C 0.02 0.06 0.00
C -0.01 0.04 0.05
O 0.08 0.15 -0.13
Si -0.24 -0.26 0.27
S -0.18 0.07 -0.20
O 0.12 -0.08 -0.01
C -0.06 0.00 0.10
C 0.01 -0.01 0.04
C 0.03 0.01 -0.05
C -0.05 -0.03 0.00
O 0.04 0.12 -0.06
C -0.08 -0.08 0.04
C 0.10 -0.01 0.01
C 0.03 -0.02 0.02
C -0.01 0.04 -0.07
H -0.02 -0.01 0.02
H 0.20 -0.06 -0.10
H 0.00 0.00 -0.03
H -0.02 0.00 0.03
H -0.01 -0.06 0.00
H 0.06 0.01 -0.04
H -0.01 0.04 0.02
H -0.02 0.00 -0.04
H 0.00 -0.02 0.02
H -0.01 0.04 0.01
H 0.04 0.00 -0.02
H -0.03 -0.04 0.00
H -0.01 0.03 0.00
H -0.02 -0.03 -0.02
H 0.02 -0.01 0.02
H 0.04 0.02 -0.04
H 0.02 0.01 0.02
H -0.04 -0.02 0.01
H -0.03 0.05 -0.02
H 0.01 0.05 0.06
H 0.01 -0.03 -0.03
H -0.03 0.03 -0.04
H 0.04 -0.01 0.02
H -0.02 -0.03 0.02
H -0.02 0.03 0.01
H -0.05 -0.04 0.01
H 0.04 -0.02 -0.01
N -0.15 0.02 0.07
C -0.16 0.16 0.03
N -0.03 0.01 0.00
N 0.62 -0.14 0.01
C -0.25 -0.07 -0.03
N -0.03 -0.10 -0.12
H -0.03 0.00 0.00
H -0.03 0.02 0.02
H 0.00 -0.02 -0.01
H 0.02 0.02 0.00
F -0.01 0.03 0.01
C 0.03 -0.04 -0.02
F -0.02 0.03 0.01
F -0.04 0.03 0.00
C 0.04 0.00 -0.01
C 0.03 -0.03 -0.03
C -0.04 0.00 -0.02
C 0.16 0.07 0.09
C -0.02 0.00 0.00
C -0.04 -0.03 0.03
P -0.19 -0.05 -0.15
C 0.09 -0.11 -0.13
C 0.02 0.05 0.02
C 0.03 0.05 0.04
C -0.01 -0.02 -0.11
C 0.04 -0.02 -0.02
C -0.04 0.00 0.00
C 0.03 -0.01 -0.02
F -0.01 0.00 0.06
F -0.01 -0.01 0.02
F -0.02 0.01 -0.03
C 0.11 0.06 -0.04
C -0.05 0.02 0.08
C -0.02 -0.01 0.06
C 0.04 -0.01 0.00
C -0.03 0.05 0.07
C -0.09 -0.02 0.04
C -0.01 -0.03 0.04
F 0.01 0.01 -0.03
F -0.01 0.00 -0.01
F -0.01 0.00 0.00
H 0.00 -0.04 0.00
H 0.00 0.01 0.00
H 0.00 0.03 0.02
H 0.03 -0.01 -0.01
H 0.05 0.00 0.00
H 0.00 0.01 -0.03
H 0.02 0.02 -0.01
H 0.03 -0.02 -0.01
H -0.07 0.07 0.03
H 0.00 0.01 0.01
H 0.04 0.01 0.01
H 0.01 0.00 -0.04